{"formula": "H15O8", "method": "ωB97M-V with the def2-TZVPD basis set", "gap_ev": 9.501, "e_above_lowest_kj_mol": 11.5, "molar_mass_g_mol": 143.1, "charge": -1, "e_homo_ev": -6.09, "symbols": ["O", "H", "O", "H", "H", "O", "H", "H", "O", "H", "H", "O", "H", "H", "O", "H", "H", "O", "H", "H", "O", "H", "H"], "xyz": [[-1.170879, 1.066267, -1.839979], [-1.566214, 0.831064, -0.986494], [0.396025, -1.330089, -1.980269], [1.200614, -1.110653, -1.484180], [-0.135942, -0.518294, -1.945000], [-2.198205, -0.308620, 0.660750], [-1.372269, -0.281381, 1.166935], [-2.030494, -1.099730, 0.110287], [0.991284, 2.441631, -0.462203], [-0.382917, 1.592715, -1.578981], [0.693086, 2.225710, 0.440756], [-0.272766, 1.773126, 2.125796], [0.151624, 0.874344, 2.142662], [-0.974015, 1.636849, 1.475970], [2.397524, -0.055580, -0.313692], [3.191068, -0.304482, 0.156796], [1.713057, 1.811522, -0.549653], [0.558498, -0.747058, 1.492974], [1.012764, -1.160048, 2.238744], [1.690461, -0.265778, 0.373432], [-0.922117, -2.810522, 0.059936], [-0.527733, -2.357009, 0.821081], [-0.564805, -2.240781, -0.630059]], "atomic_forces_ev_per_a": [[0.5, 0.2, 0.1], [-0.2, -0.1, 0.1], [0.1, -0.2, 0.1], [0.0, 0.0, -0.1], [-0.1, 0.2, -0.2], [0.0, 0.1, -0.6], [0.4, -0.3, 0.3], [-0.3, 0.1, 0.4], [-0.2, 0.0, 0.2], [-0.3, -0.1, 0.0], [-0.2, 0.3, 0.1], [0.1, 0.0, -0.2], [0.0, -0.1, -0.2], [-0.2, 0.1, 0.2], [-0.1, 0.1, 0.0], [0.4, -0.1, 0.0], [0.4, -0.4, -0.3], [0.1, 0.2, 0.2], [-0.1, 0.0, -0.2], [-0.4, -0.3, 0.3], [-0.4, 0.0, 0.4], [0.2, 0.0, 0.4], [0.5, -0.2, -0.9]]}